{"formula": "C25H32AsBN8NiO2", "method": "ωB97M-V/def2-TZVPD", "total_charge": 1, "s_squared": 3.775, "lumo_energy_ha": [-0.0908, -0.2312], "gap_ev": [8.785, 4.982], "spin_multiplicity": 4, "elements": ["Ni", "C", "C", "N", "N", "C", "B", "N", "C", "C", "C", "N", "N", "C", "C", "C", "N", "N", "C", "C", "C", "N", "H", "H", "H", "H", "H", "H", "H", "H", "H", "H", "H", "H", "C", "C", "C", "C", "C", "C", "C", "C", "C", "C", "O", "O", "H", "H", "H", "H", "H", "H", "H", "H", "H", "H", "H", "C", "As", "C", "C", "H", "H", "H", "H", "H", "H", "H", "H", "H"], "positions_angstrom": [[0.667, 0.261, 0.493], [3.294, -2.990, -0.115], [1.997, -2.523, 0.087], [1.930, -1.218, -0.143], [3.169, -0.813, -0.512], [4.005, -1.864, -0.477], [3.405, 0.710, -0.781], [3.341, 1.396, 0.606], [4.234, 2.127, 1.290], [3.760, 2.308, 2.575], [2.541, 1.637, 2.593], [2.294, 1.088, 1.407], [2.245, 1.233, -1.667], [2.280, 1.591, -2.961], [0.990, 1.847, -3.379], [0.205, 1.609, -2.253], [0.971, 1.255, -1.225], [4.698, 0.979, -1.515], [5.414, 0.233, -2.392], [6.365, 1.041, -2.963], [6.144, 2.298, -2.376], [5.139, 2.263, -1.523], [3.671, -3.990, -0.003], [1.116, -3.055, 0.399], [5.054, -1.746, -0.679], [5.128, 2.472, 0.804], [4.234, 2.843, 3.377], [1.836, 1.510, 3.400], [3.221, 1.655, -3.482], [0.674, 2.165, -4.355], [-0.864, 1.660, -2.133], [5.173, -0.795, -2.596], [7.099, 0.765, -3.698], [6.669, 3.224, -2.540], [-6.339, -4.498, 1.024], [-5.265, -3.556, 0.601], [-5.490, -2.173, 0.665], [-4.537, -1.264, 0.276], [-4.808, 0.206, 0.337], [-3.260, -1.774, -0.112], [-3.045, -3.173, -0.278], [-1.740, -3.661, -0.820], [-4.040, -4.032, 0.112], [-2.114, -0.852, -0.392], [-2.364, -0.317, -1.486], [-1.103, -0.758, 0.324], [-6.541, -4.374, 2.091], [-6.081, -5.537, 0.839], [-7.271, -4.262, 0.507], [-6.458, -1.827, 1.007], [-4.361, 0.630, 1.241], [-5.880, 0.382, 0.386], [-4.395, 0.730, -0.520], [-0.994, -3.669, -0.024], [-1.363, -3.014, -1.612], [-1.840, -4.673, -1.207], [-3.897, -5.102, 0.035], [-1.981, 1.519, 2.956], [-0.834, 2.108, 1.496], [-0.147, 3.768, 2.228], [-2.156, 2.790, 0.244], [-2.705, 2.289, 3.220], [-1.368, 1.298, 3.830], [-2.500, 0.607, 2.664], [-0.967, 4.460, 2.420], [0.553, 4.215, 1.524], [0.379, 3.565, 3.159], [-2.937, 3.328, 0.780], [-2.587, 1.974, -0.330], [-1.663, 3.473, -0.447]], "forces_ev_per_a": [[-0.178, 0.561, 0.034], [0.041, 0.049, 0.020], [-0.010, 0.027, 0.033], [0.003, 0.004, -0.119], [-0.125, -0.024, -0.014], [0.079, 0.006, 0.054], [-0.005, -0.051, -0.121], [0.038, -0.070, 0.105], [0.048, 0.026, 0.034], [0.036, -0.009, -0.034], [-0.073, -0.064, -0.032], [0.053, 0.071, -0.092], [-0.080, -0.012, -0.030], [0.032, 0.030, 0.081], [0.111, 0.014, -0.069], [-0.046, 0.069, 0.130], [0.008, -0.239, -0.083], [0.080, 0.116, 0.174], [-0.021, -0.068, -0.221], [-0.075, -0.131, -0.003], [-0.018, 0.065, 0.006], [0.004, 0.036, 0.112], [-0.010, -0.022, 0.000], [-0.028, -0.042, 0.033], [0.017, -0.012, -0.044], [0.023, 0.019, 0.024], [0.013, 0.012, 0.022], [-0.004, 0.033, 0.021], [-0.006, 0.012, -0.045], [-0.031, 0.006, -0.003], [-0.013, 0.007, -0.037], [0.021, -0.031, 0.014], [0.022, -0.006, -0.006], [0.024, 0.018, -0.013], [-0.064, 0.039, 0.008], [0.031, -0.061, 0.004], [0.001, 0.147, -0.075], [0.042, 0.001, 0.094], [-0.065, -0.019, 0.119], [-0.113, 0.046, 0.082], [0.109, 0.059, -0.154], [0.006, -0.119, -0.013], [-0.003, -0.090, -0.013], [0.295, 0.008, -0.167], [-0.163, -0.127, 0.051], [-0.200, -0.280, 0.222], [0.023, -0.004, 0.015], [0.022, 0.002, -0.018], [-0.005, -0.026, -0.016], [0.009, 0.073, 0.000], [0.011, 0.022, -0.034], [0.014, 0.053, -0.006], [-0.045, -0.024, -0.050], [0.024, -0.016, 0.025], [-0.017, -0.005, -0.019], [0.025, 0.012, 0.007], [0.082, 0.004, -0.028], [-0.009, 0.043, 0.019], [-0.042, -0.206, 0.087], [0.034, 0.018, -0.025], [0.075, 0.087, -0.036], [-0.005, -0.001, -0.018], [-0.001, -0.011, -0.013], [0.013, -0.007, 0.014], [0.000, -0.017, -0.009], [-0.003, -0.005, 0.001], [0.005, 0.015, -0.002], [-0.010, -0.011, -0.006], [-0.008, 0.010, 0.007], [0.004, -0.007, 0.013]], "mulliken_spin": [1.74, 0.00, 0.00, 0.05, 0.01, 0.01, -0.02, -0.01, 0.00, 0.00, 0.00, 0.06, -0.01, 0.00, 0.01, 0.00, 0.08, 0.00, 0.00, 0.00, 0.00, 0.00, 0.00, 0.00, 0.00, 0.00, 0.00, 0.00, 0.00, 0.00, 0.00, 0.00, 0.00, 0.00, 0.00, 0.14, 0.03, 0.10, 0.00, 0.18, 0.08, -0.01, 0.03, 0.00, 0.35, 0.03, 0.02, 0.00, 0.01, 0.00, 0.01, 0.00, 0.00, 0.01, 0.00, 0.00, 0.01, 0.01, 0.06, 0.01, 0.01, 0.00, 0.00, 0.00, 0.00, 0.00, 0.00, 0.00, 0.00, 0.00]}